The following is a quantum chemistry calculation of a molecular structure, C21H22BrN5O4PdS in a non-equilibrium geometry, from the Open Molecules 2025 dataset.

Each line ends with the Löwdin spin population.
Cartesian coordinates (Å):
1 Pd -0.891 -1.397 0.071  1.505
2 O 4.024 1.548 -0.747  0.002
3 C 4.144 0.954 0.478  0.011
4 C 5.177 1.257 1.356  0.004
5 C 5.278 0.601 2.570  0.002
6 C 4.348 -0.368 2.921  0.005
7 C 3.318 -0.679 2.048  0.006
8 C 3.206 -0.011 0.837  0.070
9 C 2.083 -0.369 -0.165  0.112
10 O 1.264 -1.302 0.311  0.683
11 N 1.360 0.857 -0.585  0.248
12 N 0.189 1.014 -0.117  0.107
13 C -0.543 2.080 -0.326  0.058
14 C -1.830 2.124 0.228  0.097
15 Br -2.326 0.560 1.268  0.087
16 C -2.773 3.128 0.210  0.138
17 C -2.807 4.355 -0.507  0.048
18 C -3.685 5.347 -0.003  0.068
19 C -3.748 6.592 -0.581  -0.002
20 C -2.968 6.874 -1.700  0.104
21 C -2.139 5.892 -2.249  0.005
22 C -2.059 4.649 -1.671  0.057
23 H 4.765 2.141 -0.910  0.000
24 H 5.911 2.003 1.069  0.001
25 H 6.092 0.838 3.239  0.000
26 H 4.429 -0.886 3.866  0.001
27 H 2.590 -1.436 2.304  0.001
28 H 2.618 -0.738 -1.063  0.052
29 H 1.818 1.527 -1.200  0.004
30 H -0.162 2.934 -0.878  0.000
31 H -3.619 2.979 0.874  0.004
32 H -4.288 5.122 0.868  0.002
33 H -4.409 7.345 -0.175  -0.002
34 H -3.024 7.849 -2.165  0.005
35 H -1.576 6.107 -3.147  -0.001
36 H -1.481 3.879 -2.162  0.001
37 O -2.761 -1.818 -1.074  0.152
38 C -2.451 -1.004 -1.978  0.018
39 O -1.349 -0.392 -1.964  0.126
40 H -3.166 -0.802 -2.786  0.005
41 C 0.225 -6.744 -1.656  0.000
42 C 0.784 -5.481 -0.993  -0.001
43 C -0.135 -4.910 0.027  0.008
44 N -0.456 -3.672 0.153  0.106
45 N -1.295 -3.377 1.177  0.081
46 C -1.646 -4.426 1.873  0.012
47 N -2.456 -4.415 2.934  -0.002
48 S -0.919 -5.886 1.247  0.014
49 H 0.928 -7.120 -2.396  0.000
50 H -0.717 -6.535 -2.162  0.000
51 H 0.061 -7.535 -0.922  0.000
52 H 0.977 -4.706 -1.735  0.000
53 H 1.733 -5.718 -0.504  0.000
54 H -2.916 -3.564 3.207  0.000
55 H -2.731 -5.267 3.387  0.000

Calculated values
* energy above the lowest of the compared OMol25 structures with the same formula, charge and spin: 16.2 kJ/mol
* lowest unoccupied orbital energy (spin up / spin down): -6.51 / -8.96 eV
* 2S+1: 5
* orbital gap (spin up / spin down): 7.40 / 4.91 eV
* E_tot: -4487.5382 hartree
* total charge: +2
* highest occupied orbital energy (spin up / spin down): -13.90 / -13.87 eV

The following is a quantum chemistry calculation of a molecular structure, C21H22CeN2 in a non-equilibrium geometry, from the Open Molecules 2025 dataset.

Each line ends with the Mulliken charge.
Cartesian coordinates (Å):
1 C -1.302 1.146 1.670  -1.311
2 C 0.245 2.344 -0.967  -0.830
3 H -2.039 0.450 1.227  0.433
4 H -1.361 2.182 1.324  0.446
5 H -0.932 0.920 2.668  0.599
6 H 0.971 2.042 -1.734  0.419
7 H -0.802 2.112 -1.204  -0.042
8 H 0.505 3.120 -0.253  0.482
9 C 0.292 -1.875 2.675  0.130
10 C 0.510 -3.101 3.326  -0.899
11 C 1.643 -3.837 2.945  -0.429
12 C 2.505 -3.352 1.943  -0.889
13 H -0.569 -1.239 2.885  0.338
14 H -0.182 -3.452 4.101  0.428
15 H 1.859 -4.795 3.429  0.441
16 H 3.383 -3.915 1.613  0.362
17 N 1.137 -1.418 1.727  0.127
18 C 2.251 -2.109 1.320  0.606
19 C 3.062 -1.535 0.233  0.880
20 N 2.615 -0.384 -0.368  0.155
21 C 3.280 0.222 -1.374  0.253
22 C 4.954 -1.492 -1.321  -0.427
23 C 4.472 -0.307 -1.897  -0.910
24 H 2.829 1.138 -1.758  0.292
25 H 4.989 0.198 -2.722  0.425
26 C 4.256 -2.106 -0.263  -0.836
27 H 4.608 -3.030 0.203  0.375
28 H 5.879 -1.943 -1.695  0.443
29 Ce 0.329 0.373 0.234  0.513
30 C 1.661 1.726 1.725  -1.132
31 H 2.453 2.267 1.175  0.397
32 H 2.183 1.163 2.520  0.346
33 H 1.016 2.480 2.214  0.445
34 C -1.261 -0.599 -1.103  -0.503
35 C -2.327 0.001 -1.386  0.369
36 C -3.509 0.655 -1.757  0.858
37 C -3.546 2.044 -1.495  -0.157
38 C -4.677 2.776 -1.797  -0.775
39 C -5.785 2.129 -2.355  -0.372
40 C -5.760 0.752 -2.613  -0.563
41 C -4.626 0.009 -2.325  -0.494
42 H -2.659 2.490 -1.032  0.289
43 H -4.674 3.843 -1.585  0.416
44 H -6.673 2.711 -2.588  0.411
45 H -6.629 0.256 -3.045  0.412
46 H -4.575 -1.062 -2.521  0.480

Calculated values
* energy above the lowest of the compared OMol25 structures with the same formula, charge and spin: 502.6 kJ/mol
* lowest unoccupied orbital energy (spin up / spin down): -10.49 / -10.49 eV
* orbital gap (spin up / spin down): 3.80 / 3.80 eV
* E_tot: -1397.1363 hartree
* total charge: +2
* highest occupied orbital energy (spin up / spin down): -14.29 / -14.29 eV

The following is a quantum chemistry calculation of a molecular structure, C21H22IrO9P2Si in a non-equilibrium geometry, from the Open Molecules 2025 dataset.

Each line ends with the Löwdin spin population.
Cartesian coordinates (Å):
1 Ir -1.667 0.053 0.923  0.000
2 C -3.338 -3.807 2.039  0.000
3 C -3.692 -2.414 2.573  0.000
4 O -4.770 -2.440 3.494  0.000
5 P -2.301 -1.722 3.529  0.000
6 O -1.698 -2.796 4.474  0.000
7 O -2.871 -0.599 4.455  0.000
8 O -1.280 -1.134 2.578  0.000
9 P -4.128 -1.333 1.154  0.000
10 O -3.695 0.198 1.726  0.000
11 O -5.449 -1.584 0.625  0.000
12 O -2.884 -1.326 0.185  0.000
13 H -3.257 -4.495 2.881  0.000
14 H -2.403 -3.803 1.479  0.000
15 H -4.129 -4.160 1.374  0.000
16 H -5.494 -2.974 3.137  0.000
17 H -0.914 -3.292 4.201  0.000
18 H -3.381 -0.877 5.233  0.000
19 H -4.280 0.884 2.074  0.000
20 O 0.141 -0.216 0.389  -0.002
21 Si 1.247 0.622 -0.503  0.023
22 C 0.428 1.316 -2.032  0.094
23 C -0.514 0.552 -2.749  0.043
24 C -1.164 1.078 -3.847  0.000
25 C -0.862 2.371 -4.269  0.058
26 C 0.093 3.134 -3.595  0.012
27 C 0.746 2.605 -2.501  0.031
28 C 2.257 1.784 0.493  -0.001
29 C 1.626 2.895 1.065  0.000
30 C 2.336 3.805 1.826  0.000
31 C 3.700 3.618 2.027  0.000
32 C 4.343 2.520 1.472  0.000
33 C 3.625 1.610 0.712  0.002
34 C 2.211 -0.700 -1.455  0.243
35 C 1.749 -2.025 -1.600  0.061
36 C 2.498 -2.944 -2.284  0.065
37 C 3.700 -2.550 -2.910  0.216
38 C 4.145 -1.228 -2.837  0.018
39 C 3.390 -0.307 -2.156  0.117
40 H -0.743 -0.461 -2.431  0.000
41 H -1.896 0.491 -4.387  -0.001
42 H -1.364 2.785 -5.134  0.003
43 H 0.315 4.137 -3.933  0.000
44 H 1.488 3.196 -1.976  0.001
45 H 0.565 3.071 0.908  0.000
46 H 1.839 4.662 2.259  0.000
47 H 4.260 4.329 2.619  0.000
48 H 5.402 2.374 1.637  0.000
49 H 4.141 0.747 0.305  0.002
50 H 0.826 -2.326 -1.121  0.001
51 H 2.175 -3.974 -2.346  0.001
52 H 4.272 -3.277 -3.473  0.009
53 H 5.060 -0.933 -3.331  -0.002
54 H 3.703 0.731 -2.136  0.002
55 O -2.174 2.557 -0.667  0.001
56 C -1.934 1.573 -0.175  0.000

Calculated values
* energy above the lowest of the compared OMol25 structures with the same formula, charge and spin: 40.7 kJ/mol
* lowest unoccupied orbital energy (spin up / spin down): -7.85 / -9.69 eV
* 2S+1: 2
* orbital gap (spin up / spin down): 6.65 / 4.80 eV
* E_tot: -2566.7569 hartree
* total charge: +2
* highest occupied orbital energy (spin up / spin down): -14.50 / -14.50 eV

The following is a quantum chemistry calculation of a molecular structure, C21H22N10PtS3 in a non-equilibrium geometry, from the Open Molecules 2025 dataset.

Each line ends with the Mulliken charge.
Cartesian coordinates (Å):
1 Pt -0.538 0.238 -0.483  1.643
2 S 0.518 1.667 0.839  -0.378
3 C 2.166 1.628 0.376  0.768
4 C 3.081 2.567 0.886  -0.888
5 C 4.411 2.454 0.564  0.462
6 C 5.346 3.425 1.060  -0.376
7 N 6.079 4.219 1.447  -0.361
8 C 4.862 1.389 -0.268  0.466
9 C 3.971 0.467 -0.760  -0.873
10 C 2.604 0.598 -0.455  0.755
11 S 1.459 -0.539 -1.020  -0.375
12 C 6.251 1.289 -0.619  -0.386
13 N 7.356 1.212 -0.921  -0.363
14 H 2.744 3.372 1.525  0.566
15 H 4.318 -0.339 -1.392  0.556
16 N -3.620 0.301 2.447  0.123
17 C -2.662 0.979 1.824  -0.266
18 N -2.051 0.144 0.999  -0.143
19 C -2.700 -1.046 1.163  0.249
20 N -3.659 -0.981 2.045  -0.632
21 C -2.273 -2.231 0.422  0.453
22 C -2.959 -3.438 0.465  -0.325
23 N -2.549 -4.487 -0.233  -0.505
24 C -1.455 -4.343 -0.969  -0.415
25 C -0.762 -3.139 -1.029  -0.150
26 N -1.173 -2.091 -0.327  -0.158
27 H -4.261 0.626 3.158  0.202
28 H -2.430 2.018 1.991  0.517
29 H -3.854 -3.543 1.067  0.485
30 H -1.114 -5.202 -1.533  0.395
31 H 0.128 -3.029 -1.634  0.401
32 C -1.870 -0.667 -4.842  -1.043
33 N -2.379 0.667 -4.511  0.095
34 C -3.155 1.297 -5.588  -1.114
35 C -2.389 1.137 -3.265  0.406
36 S -2.401 -0.026 -1.954  -0.181
37 N -2.488 2.440 -3.031  0.193
38 C -2.019 3.441 -3.991  -1.406
39 C -2.886 2.993 -1.742  -1.109
40 H -1.464 -0.626 -5.851  0.398
41 H -2.668 -1.409 -4.811  0.362
42 H -1.081 -0.949 -4.152  0.321
43 H -3.724 0.512 -6.085  0.407
44 H -2.513 1.780 -6.324  0.361
45 H -3.855 2.017 -5.175  0.376
46 H -1.360 2.977 -4.718  0.463
47 H -1.460 4.192 -3.434  0.450
48 H -2.844 3.935 -4.503  0.362
49 H -3.408 2.245 -1.156  0.379
50 H -3.553 3.836 -1.920  0.419
51 H -2.004 3.344 -1.201  0.290
52 C 2.242 3.575 -3.501  -1.081
53 C 1.192 2.732 -2.935  0.330
54 N 0.367 2.072 -2.479  -0.082
55 H 1.909 4.611 -3.531  0.331
56 H 2.479 3.241 -4.509  0.331
57 H 3.139 3.509 -2.886  0.296

Calculated values
* energy above the lowest of the compared OMol25 structures with the same formula, charge and spin: 191.3 kJ/mol
* lowest unoccupied orbital energy (spin up / spin down): -8.77 / -8.82 eV
* orbital gap (spin up / spin down): 5.72 / 5.68 eV
* E_tot: -2674.3087 hartree
* total charge: +2
* highest occupied orbital energy (spin up / spin down): -14.49 / -14.50 eV

The following is a quantum chemistry calculation of C21H22N2O3 in the gas phase, from the Open Molecules 2025 dataset.

Each line ends with the Mulliken charge.
Cartesian coordinates (Å):
1 C 2.558 3.193 1.455  -1.147
2 C 3.113 1.791 1.676  -0.108
3 C 3.613 1.157 0.373  -0.658
4 C 2.592 1.250 -0.744  0.715
5 O 2.722 2.011 -1.680  -0.701
6 N 1.499 0.448 -0.622  0.980
7 C 0.477 0.509 -1.657  -1.222
8 C -0.899 0.532 -1.066  0.688
9 C -1.771 -0.488 -1.217  -0.313
10 C -3.079 -0.464 -0.642  0.933
11 C -4.001 -1.506 -0.788  -0.778
12 C -5.247 -1.422 -0.212  -0.620
13 C -5.603 -0.294 0.524  -0.567
14 C -4.714 0.746 0.685  -0.627
15 C -3.446 0.671 0.106  -0.111
16 N -2.536 1.681 0.249  0.039
17 C -1.260 1.711 -0.277  0.221
18 O -0.540 2.666 -0.058  -0.712
19 C 1.392 -0.635 0.284  -0.507
20 C 0.568 -0.556 1.394  0.244
21 C 0.425 -1.640 2.245  -1.230
22 C 1.112 -2.809 1.981  -0.834
23 C 1.939 -2.908 0.874  -0.508
24 C 2.082 -1.829 0.010  0.140
25 O 2.852 -1.821 -1.112  -0.318
26 C 3.611 -2.963 -1.422  -1.037
27 H 1.659 3.159 0.845  0.199
28 H 3.290 3.815 0.945  0.310
29 H 2.312 3.657 2.408  0.418
30 H 3.951 1.832 2.378  0.418
31 H 2.343 1.159 2.121  0.081
32 H 3.882 0.114 0.547  0.136
33 H 4.498 1.695 0.028  0.428
34 H 0.581 -0.345 -2.338  0.280
35 H 0.675 1.438 -2.204  0.571
36 H -1.490 -1.359 -1.794  0.384
37 H -3.717 -2.376 -1.361  0.422
38 H -5.954 -2.229 -0.329  0.398
39 H -6.584 -0.234 0.972  0.382
40 H -4.987 1.621 1.256  0.392
41 H -2.804 2.499 0.785  0.230
42 H 0.046 0.367 1.591  0.671
43 H -0.219 -1.568 3.108  0.439
44 H 1.009 -3.659 2.639  0.413
45 H 2.462 -3.833 0.688  0.442
46 H 4.155 -2.713 -2.331  0.279
47 H 2.973 -3.833 -1.609  0.360
48 H 4.325 -3.200 -0.627  0.383

Calculated values
* energy above the lowest of the compared OMol25 structures with the same formula, charge and spin: 106.3 kJ/mol
* lowest unoccupied orbital energy: 0.19 eV
* orbital gap: 8.68 eV
* E_tot: -1148.7089 hartree
* highest occupied orbital energy: -8.49 eV
* SMILES string: CCCC(=O)N(Cc1cc2ccccc2[nH]c1=O)c1ccccc1OC